1.
12
Properties=species:S:1:pos:R:3:lowdin_charge:R:1 method="wB97M-V/def2-TZVPD" relative_energy_kj_mol=69.2 smiles="C=NC.N" e_tot_ha=-190.47252 e_lumo_ev=1.026 molar_mass_g_mol=60.1 spin_multiplicity=1
N 0.40 3.17 -1.10 0.00
N -0.64 -1.28 0.67 -0.10
C 0.22 -2.44 0.58 -0.16
C -0.20 -0.19 0.23 -0.09
H -0.78 0.72 0.34 0.05
H -0.31 -3.24 0.06 0.07
H -0.26 3.03 -1.86 0.01
H 0.65 4.15 -1.16 0.01
H 0.37 -2.79 1.60 0.07
H 1.16 -2.25 0.05 0.07
H 0.74 -0.09 -0.33 0.07
H -0.21 3.10 -0.29 0.00

---

2.
62
Properties=species:S:1:pos:R:3:lowdin_charge:R:1 method="wB97M-V/def2-TZVPD" relative_energy_kj_mol=416.0 e_tot_ha=-1324.09484 e_lumo_ev=-0.180 molar_mass_g_mol=347.4 spin_multiplicity=1
O -3.94 0.46 -2.05 -0.05
O 2.59 -1.84 2.97 -0.09
O 3.78 -0.73 -1.88 -0.05
O 3.83 0.04 1.48 -0.07
O 1.28 -4.63 -0.51 -0.05
O -3.63 1.35 0.69 -0.05
O -3.68 -0.13 2.86 -0.09
O 1.50 -1.15 -4.49 -0.06
O 1.93 2.10 2.29 -0.05
O 1.45 0.11 4.36 -0.07
O -3.31 3.09 -1.38 -0.07
O -1.09 0.29 3.46 -0.05
O -1.73 -1.17 -3.16 -0.04
N 0.65 -0.01 -1.09 -0.03
C 0.07 -0.29 0.26 -0.18
C -0.32 -2.64 1.43 -0.08
C 0.07 2.90 -2.16 -0.17
C -0.50 -1.74 0.13 -0.24
C 0.99 2.56 -1.03 -0.18
C -0.08 2.25 -3.31 -0.01
C 1.59 1.14 -1.00 -0.23
H -2.59 -1.56 -3.40 0.06
H 4.50 0.25 2.14 0.05
H 0.88 -0.33 0.99 0.11
H -3.35 3.72 -2.11 0.06
H -4.22 0.95 0.07 0.03
H 2.01 -1.13 3.34 0.01
H 2.23 1.18 -1.88 0.10
H -1.14 -0.23 2.66 0.00
H 0.78 -1.60 -4.03 0.01
H -3.23 0.10 -2.59 0.02
H 0.74 -2.64 1.67 0.05
H -1.57 -1.71 -2.36 0.03
H -0.79 -3.51 0.98 0.07
H -3.44 0.32 2.03 -0.02
H 1.84 3.22 -1.21 0.12
H -0.88 2.59 -3.96 0.05
H -3.46 2.22 0.31 0.03
H 1.31 -3.81 -0.01 0.00
H 2.71 2.64 2.46 0.06
H 3.58 -0.87 1.75 0.01
H -0.02 0.33 -1.78 0.07
H 3.11 -0.10 -2.18 -0.02
H -4.33 -0.31 -1.62 0.06
H -1.56 -1.73 -0.14 0.09
H 0.52 1.45 -3.74 0.05
H 0.97 -5.28 0.13 0.04
H 0.57 -0.10 4.70 0.04
H 2.03 1.10 -0.02 0.06
H 2.25 -1.40 -3.92 0.02
H 2.99 -2.16 3.79 0.06
H 2.24 1.52 1.59 -0.02
H -4.15 0.52 3.38 0.04
H -1.81 0.01 4.04 0.04
H -0.76 3.59 -2.00 0.08
H 1.34 0.98 3.95 0.03
H 3.64 -1.04 -0.99 0.02
H -3.28 2.29 -1.96 0.03
H -0.84 -2.19 2.28 0.06
H 0.07 -2.27 -0.63 0.08
H -0.87 0.24 0.45 0.11
H 0.52 2.78 -0.07 0.10

---

3.
23
Properties=species:S:1:pos:R:3:lowdin_charge:R:1 method="wB97M-V/def2-TZVPD" relative_energy_kj_mol=0.0 smiles=ClCCCl.O.O.O.O.O e_tot_ha=-1381.17281 e_lumo_ev=0.014 molar_mass_g_mol=189.0 spin_multiplicity=1
Cl -0.95 0.92 -0.92 0.63
Cl -3.41 -0.26 0.70 0.49
O 0.51 -1.55 -2.38 -0.09
O -3.33 0.35 -2.80 -0.10
O 1.13 -2.21 0.22 -0.05
O 2.84 -0.83 1.73 -0.06
O 2.38 1.21 -0.12 -0.04
C -2.28 1.01 1.49 -0.54
C -0.88 0.97 0.89 -0.59
H 3.74 -0.62 2.00 0.05
H 2.94 1.96 -0.30 0.06
H -2.25 0.79 2.56 0.07
H 0.68 -0.60 -2.38 -0.03
H 2.54 -0.07 1.24 -0.01
H 0.76 -1.83 -1.50 -0.04
H 1.97 -2.17 0.68 0.02
H -2.63 2.04 1.37 0.07
H 0.47 -2.27 0.91 0.05
H 2.26 0.79 -0.97 0.05
H -2.54 0.82 -2.54 -0.08
H -0.28 1.85 1.08 0.07
H -0.32 0.10 1.23 0.06
H -3.36 -0.41 -2.22 -0.01

---

4.
54
Properties=species:S:1:pos:R:3:lowdin_charge:R:1 method="wB97M-V/def2-TZVPD" relative_energy_kj_mol=2.1 smiles="CCN(CC)Cc1nc2c(c(=O)[nH]1)C(CC)(CC)Cc1ccccc1-2" e_tot_ha=-1057.16782 e_lumo_ev=0.209 molar_mass_g_mol=339.5 spin_multiplicity=1
O 0.00 -3.12 -0.10 0.06
N 3.77 0.67 -0.09 -0.17
N 0.70 0.78 -0.84 0.18
N 1.33 -1.43 -0.74 0.21
C -2.73 -2.93 -1.83 -0.08
C -0.57 0.40 -0.50 -0.12
C -2.82 -2.64 -0.33 -0.19
C -1.52 1.50 -0.32 -0.11
C -1.08 2.80 -0.13 -0.01
C 4.02 -0.42 0.85 -0.26
C 3.24 1.85 0.57 -0.26
C 3.02 0.27 -1.27 -0.11
C 0.08 -1.93 -0.36 -0.40
C -1.47 -1.79 2.45 -0.08
C -2.89 1.21 -0.32 -0.17
C -3.35 3.54 0.07 -0.08
C 4.95 -1.48 0.27 -0.08
C -2.38 -1.23 0.09 -0.39
C 3.19 3.07 -0.34 -0.09
C -2.52 -1.07 1.62 -0.17
C -0.95 -0.91 -0.30 -0.02
C -2.00 3.82 0.07 -0.08
C -3.79 2.24 -0.13 -0.03
C 1.60 -0.13 -0.97 -0.28
C -3.31 -0.20 -0.58 -0.08
H -1.66 4.83 0.22 0.10
H 2.06 -2.13 -0.81 0.15
H 5.82 -1.00 -0.17 0.08
H -2.49 0.00 1.86 0.12
H -0.02 3.00 -0.13 0.10
H -2.19 -3.37 0.18 0.10
H -3.51 -1.44 1.90 0.12
H 3.08 -0.88 1.20 0.11
H 3.91 2.07 1.41 0.11
H -4.07 4.33 0.23 0.10
H 4.47 -2.10 -0.48 0.05
H 4.13 3.17 -0.87 0.08
H -4.85 2.02 -0.13 0.11
H -3.29 -0.35 -1.67 0.13
H 3.03 3.96 0.26 0.07
H -3.85 -2.79 0.00 0.12
H -1.40 -2.84 2.18 0.07
H -3.46 -2.35 -2.39 0.07
H 3.55 -0.55 -1.75 0.12
H -1.74 -2.70 -2.21 0.07
H 5.29 -2.13 1.07 0.07
H -4.33 -0.36 -0.24 0.13
H -2.93 -3.98 -2.01 0.08
H 2.38 2.99 -1.06 0.05
H 2.24 1.67 0.99 0.11
H 4.51 0.03 1.72 0.11
H -0.49 -1.34 2.31 0.07
H 3.01 1.12 -1.96 0.12
H -1.72 -1.73 3.51 0.07

---

5.
25
Properties=species:S:1:pos:R:3:lowdin_charge:R:1 method="wB97M-V/def2-TZVPD" total_charge=-2 relative_energy_kj_mol=114.9 e_tot_ha=-2259.73847 e_lumo_ev=5.514 molar_mass_g_mol=216.6 spin_multiplicity=1
Zn 0.21 -0.19 0.03 0.38
O 0.36 1.55 2.29 -0.08
N -1.40 -0.99 0.64 -0.22
C 0.34 2.24 -0.42 -0.25
C 1.12 -0.75 2.86 -0.17
C -0.18 -2.28 -0.02 -0.37
C 0.98 -1.82 -0.87 -0.29
C -0.97 1.90 -0.85 -0.21
C 0.53 0.82 -2.22 -0.25
C 1.28 1.58 -1.27 -0.23
C -0.86 1.00 -1.94 -0.23
C 0.73 0.46 2.02 -0.48
H -0.90 -2.91 -0.58 0.04
H -2.44 -0.95 0.92 -0.10
H 2.35 1.79 -1.30 0.06
H 0.27 -1.46 2.81 0.04
H -1.68 0.65 -2.57 0.06
H 1.95 -1.23 2.32 0.04
H 2.01 -1.85 -0.50 0.00
H -1.89 2.39 -0.51 0.07
H 0.89 -1.95 -1.95 0.00
H 0.94 0.27 -3.07 0.06
H 1.41 -0.54 3.90 0.02
H 0.15 -2.80 0.92 0.04
H 0.59 3.06 0.26 0.07

---

6.
43
Properties=species:S:1:pos:R:3:lowdin_charge:R:1 method="wB97M-V/def2-TZVPD" e_tot_ha=-1537.34029 e_lumo_ev=-2.055 molar_mass_g_mol=403.3 spin_multiplicity=1
F -5.18 3.65 -0.99 0.12
F -4.06 4.88 0.45 0.12
F 6.25 0.84 0.36 0.12
F 5.69 2.89 -0.20 0.12
F 5.84 1.32 -1.74 0.12
F -5.34 3.24 1.16 0.11
O -2.38 -2.35 1.41 0.05
O 1.03 -2.83 1.72 0.08
N -0.48 -2.10 0.12 0.06
C -1.13 2.02 -0.77 0.00
C -2.14 -3.89 -0.39 0.01
C 5.43 1.57 -0.46 -0.52
C 3.67 -0.15 -0.17 0.01
C 1.30 0.41 0.12 -0.14
C -1.16 0.84 0.07 -0.16
C -3.31 2.64 0.08 -0.11
C -2.16 2.95 -0.66 0.01
C 2.36 -0.52 0.02 0.01
C 0.50 -2.98 0.61 -0.52
C -0.05 -0.04 0.32 0.07
C -2.36 0.54 0.76 0.03
C 3.99 1.21 -0.27 -0.12
C -1.69 -2.72 0.46 -0.48
C -4.46 3.60 0.17 -0.52
C 0.92 -4.11 -0.31 0.00
C -3.44 1.40 0.71 0.01
C 1.68 1.80 0.06 0.00
C 3.00 2.18 -0.20 0.01
H -0.26 -0.91 1.03 0.11
H -2.06 3.93 -1.14 0.13
H -2.59 -3.51 -1.31 0.10
H 3.24 3.23 -0.34 0.13
H 4.45 -0.91 -0.26 0.14
H 1.79 -4.57 0.15 0.09
H 0.12 -4.85 -0.38 0.06
H -1.33 -4.55 -0.68 0.04
H -2.88 -4.43 0.21 0.10
H -4.37 1.11 1.22 0.13
H 2.16 -1.59 0.13 0.09
H -2.43 -0.34 1.39 0.10
H 1.15 -3.74 -1.32 0.10
H 0.95 2.59 0.26 0.11
H -0.28 2.24 -1.41 0.12

---

7.
11
Properties=species:S:1:pos:R:3:lowdin_charge:R:1 method="wB97M-V/def2-TZVPD" total_charge=-2 relative_energy_kj_mol=182.9 e_tot_ha=-758.38062 e_lumo_ev=6.867 molar_mass_g_mol=134.0 spin_multiplicity=1
P 0.64 2.08 -0.20 0.36
O 0.82 3.18 0.84 -0.64
O 2.00 1.63 -0.69 -0.63
O 0.60 0.09 2.24 -0.06
O -1.98 -1.30 0.95 -0.13
C -0.05 0.01 1.22 -0.33
C -0.87 -0.91 0.55 -0.59
C -0.37 -1.11 -0.95 -0.11
H -0.91 -0.45 -1.73 0.07
H -0.55 -2.19 -1.04 0.04
H 0.66 -1.03 -1.19 0.02